1.
{"formula": "C15H18O2", "method": "ωB97M-V with the def2-TZVPD basis set", "gap_ev": [8.0, 4.1], "s2": 0.7679, "fmax_ev_per_a": 4.56, "charge": 1, "lumo_ha": [-0.1256, -0.2706], "spin_multiplicity": 2, "e_above_lowest_kcal_mol": 55.2, "species": ["H", "C", "C", "C", "H", "H", "H", "C", "C", "O", "H", "H", "C", "H", "H", "C", "C", "C", "O", "C", "H", "H", "C", "C", "H", "H", "H", "C", "H", "C", "H", "H", "C", "H", "H"], "positions_angstrom": [[-0.4556, 2.6300, 1.3112], [-0.2297, 2.3123, 2.2960], [0.4525, 0.8791, 2.3016], [-0.1889, -0.1908, 2.8205], [-0.0515, -2.8962, -3.5389], [1.0861, -2.1295, -1.7143], [-0.1589, -2.4089, 3.0938], [2.0981, -0.5556, 1.1006], [0.0588, -1.9409, -1.5706], [2.0101, -2.8028, 1.5276], [1.6149, -3.5013, 2.0736], [1.0992, 2.5470, -0.9942], [-0.3044, -0.4833, -1.4610], [-3.0394, 1.5335, -1.6105], [-2.3677, -0.8994, -1.7675], [1.3939, -1.6386, 1.8001], [-0.7348, -2.4521, -2.8743], [-1.6357, -0.0314, -1.5782], [-1.2071, 3.5371, -1.0643], [-2.0455, 1.2849, -1.4690], [-1.2207, -0.0090, 3.1785], [-1.5310, -3.0188, -2.4933], [0.3469, -1.4530, 2.7038], [0.3427, 1.7883, -1.0206], [-1.1068, -1.6200, -3.3682], [-0.1586, -2.2847, -0.5477], [2.1975, 1.6886, 1.1638], [1.6243, 0.6798, 1.4934], [-1.1440, 2.1938, 2.9040], [-1.0082, 2.1537, -1.2200], [1.7598, 0.2028, -1.6617], [3.0177, -0.6328, 0.4315], [0.7243, 0.4247, -1.2610], [-1.5950, 3.9156, -1.8711], [0.3568, 3.1780, 2.8864]], "forces_ev_per_angstrom": [[-0.0641, 0.3024, -0.9663], [1.3934, -0.6546, 3.4971], [0.7799, 3.9591, -2.1306], [-2.2087, -1.9247, 1.0976], [0.5275, -1.2891, -0.6429], [1.3784, 0.2643, -0.1308], [0.6927, 1.7527, -0.4362], [-0.6605, 1.4858, 1.3682], [-2.1902, 0.8842, -1.2567], [-1.5427, 0.6509, 0.9630], [0.1542, -0.3258, -0.1124], [0.0439, 0.4638, 0.1776], [0.9369, 0.6377, 0.1860], [-1.6881, 0.7937, -0.1767], [0.7872, 1.8176, 0.2991], [3.9751, -0.2914, -2.1444], [1.5864, -0.0753, 3.1017], [-0.7566, -2.7408, 0.2190], [-0.3142, -0.4374, -0.3975], [2.4288, -1.6032, 0.0631], [0.8933, -0.4693, 0.3874], [-1.0806, -1.3555, -0.3295], [-1.9110, -1.6408, 0.3249], [-0.6848, -2.0493, -1.7671], [-0.7572, 1.5220, -0.8453], [-0.5334, -1.0339, -0.6343], [-1.4683, -2.6689, 0.6601], [2.4400, 2.1673, -0.9250], [0.1834, 0.1979, -0.5330], [1.5589, 2.1837, 0.9962], [-1.0607, 0.0651, 1.3541], [-1.6141, -0.4494, 1.1459], [-0.4533, 2.2318, -1.2822], [0.0207, -0.2272, 0.3989], [-0.7920, -2.1432, -1.5290]]}

=====

2.
{"formula": "C22H15F6N2", "method": "ωB97M-V with the def2-TZVPD basis set", "gap_ev": 9.2, "fmax_ev_per_a": 2.13, "charge": 1, "lumo_ha": -0.1355, "spin_multiplicity": 1, "species": ["C", "H", "H", "F", "H", "C", "C", "H", "C", "H", "C", "F", "H", "C", "H", "C", "N", "H", "H", "C", "N", "H", "C", "F", "F", "C", "C", "C", "C", "C", "H", "C", "C", "H", "F", "C", "C", "C", "C", "H", "F", "C", "C", "H", "H"], "positions_angstrom": [[5.4223, -0.9057, -1.5871], [4.1894, -1.8845, 0.6175], [-3.6951, -0.0654, -4.0771], [5.8963, 0.1457, -2.3249], [1.3076, 1.1394, -2.0398], [0.0603, 0.4875, 0.2732], [-0.6569, -1.1998, 3.7266], [3.5321, 0.4781, -2.8812], [-0.5499, 0.0424, 1.6236], [-0.0413, 2.6859, -1.9369], [2.3102, -0.8223, 0.5305], [5.5607, -2.0368, -2.3552], [2.0626, -1.1644, 1.5283], [-0.1429, -1.0280, 2.4310], [-0.1707, -1.8819, 4.4355], [-1.6448, -0.9919, -0.7195], [-2.4434, -0.9910, -1.7802], [-1.5627, -1.8102, -0.0191], [0.1025, 1.5962, 0.2773], [-1.4589, 2.5195, -3.6101], [-0.9331, 0.1470, -0.7084], [-3.1208, -1.7120, -2.0108], [-2.2862, -0.6024, 5.5151], [6.2628, -1.0381, -0.5109], [-1.2564, -0.7330, 6.4105], [-2.3833, 0.4108, 3.2127], [-2.8919, 0.5548, -3.6711], [-2.2346, 0.1645, -2.5230], [-2.4704, 1.7633, -4.2244], [-1.2574, 0.8885, -1.8773], [-3.3098, 0.8992, 3.5083], [3.9898, -0.6871, -1.1675], [1.4521, 0.0145, -0.1876], [-2.2687, 1.3442, 1.3022], [-3.0065, 0.4888, 5.9074], [3.5537, -1.2155, 0.0367], [-1.7798, -0.4770, 4.1017], [-0.8330, 2.1021, -2.4128], [1.9067, 0.4753, -1.4319], [-1.1498, 3.4600, -4.0710], [-3.0972, -1.7000, 5.6671], [-1.7616, 0.6702, 1.9929], [3.1590, 0.1241, -1.9267], [-2.9248, 2.1362, -5.1333], [0.5636, -1.7909, 2.0900]], "forces_ev_per_angstrom": [[1.1876, -0.3191, -0.5079], [-0.1524, 0.3212, -0.1167], [0.3273, 0.3426, -0.0633], [-0.4908, -1.0098, 0.6051], [0.0535, -0.1448, 0.0812], [0.8069, 0.1754, 1.2643], [-0.2572, 0.0115, -0.3602], [-0.2223, 0.1971, 0.1123], [-0.6353, -0.4081, 0.2791], [-0.4070, -0.0363, -0.2552], [-0.0611, -0.2479, 0.3524], [-0.0705, 1.0838, 0.7537], [0.1104, 0.1636, -0.3770], [0.4769, -0.1820, 0.1752], [-0.3658, 0.1437, -0.4777], [0.2191, 0.7886, -0.5676], [-0.1126, -0.4010, 0.1527], [-0.0309, 0.2627, 0.1203], [-0.1415, -0.5244, 0.1488], [0.5882, -0.1770, 0.9125], [-0.9119, -0.6197, -1.8179], [0.2921, 0.1391, 0.1572], [-0.4720, -0.1873, 1.2691], [-0.9634, 0.0294, -1.0853], [-0.9555, 0.0102, -0.9347], [0.2405, -0.1621, -0.2015], [0.0033, 0.5636, -0.5107], [-0.7057, -0.7047, -0.0813], [-0.1343, -0.4267, 0.3012], [0.0694, -0.0364, 0.4985], [0.2475, 0.0134, -0.2188], [0.3716, -0.0528, 0.2558], [0.3757, -0.1639, -0.1050], [0.3333, 0.1368, 0.1662], [0.5472, -0.9641, -0.4506], [-0.1779, 0.3758, 0.0341], [0.4808, 0.2999, 0.3269], [-0.2577, 0.5243, -0.5970], [0.2045, -0.1640, -0.2003], [-0.0695, -0.3316, 0.2134], [0.7681, 1.0148, -0.1294], [0.0471, 0.0762, 0.2911], [-0.0214, -0.0438, 0.2728], [-0.0030, -0.0515, 0.0548], [-0.1313, 0.6857, 0.2597]]}

=====

3.
{"formula": "C12H44BF4N2O9", "method": "ωB97M-V with the def2-TZVPD basis set", "gap_ev": 9.0, "fmax_ev_per_a": 2.30, "charge": -1, "lumo_ha": 0.0897, "spin_multiplicity": 1, "e_above_lowest_kcal_mol": 0.0, "species": ["H", "O", "C", "H", "H", "H", "H", "F", "H", "H", "H", "H", "H", "H", "H", "H", "O", "H", "H", "O", "H", "N", "H", "O", "H", "C", "C", "O", "C", "F", "H", "H", "H", "H", "H", "O", "F", "H", "B", "H", "C", "H", "H", "C", "F", "C", "H", "O", "H", "H", "H", "C", "H", "H", "C", "H", "H", "O", "H", "H", "C", "H", "O", "H", "C", "H", "H", "N", "H", "H", "C", "H"], "positions_angstrom": [[-1.7705, -2.5627, -0.1369], [-3.1093, 2.4479, 1.1188], [2.3516, -1.0371, -4.2504], [-0.2623, -2.0285, -2.4591], [0.4415, 3.6170, -1.6328], [0.2161, -4.3316, 3.3806], [0.2754, -0.3089, 3.6564], [0.3816, -0.4378, 0.3628], [-2.8703, 2.8928, 1.9361], [-2.1342, 5.0397, 2.0781], [-2.2744, 2.0857, 0.7465], [-1.0473, 5.3279, 3.4269], [0.0832, 3.3165, 4.0243], [1.6796, -3.6555, 1.5927], [-1.1452, -0.1431, -3.1131], [2.1598, -0.2116, -1.7676], [-1.3825, -0.5711, -3.9518], [1.7979, -0.1033, -4.1549], [-2.5260, 1.7636, -3.5827], [0.2973, -2.4165, 4.3315], [3.0901, 0.4144, 0.4511], [0.4724, 0.6490, 3.3837], [-0.6402, 1.5323, 5.8867], [-3.9562, 0.6583, -1.1380], [-0.5187, -2.6748, 4.7755], [-2.7203, 1.3623, -4.5817], [-0.6502, 2.8297, 3.3660], [-1.5316, -3.5035, -0.2311], [-1.5213, 0.4473, -4.9168], [-0.2394, 0.3438, -1.7324], [2.3440, -1.8962, -1.4678], [3.2820, -3.2273, -3.0830], [-1.1483, -0.0053, 5.2990], [-0.1772, -3.2499, -1.5405], [-3.1596, 0.1065, -1.0654], [0.8825, 3.0275, -2.2508], [-1.7373, -0.7976, -0.4280], [1.6902, -1.8998, -4.2843], [-0.6409, 0.0905, -0.3975], [-3.9824, 1.1626, -0.3131], [1.7088, -3.0809, 2.5241], [-1.7419, 0.0431, -5.9044], [4.7621, -2.6842, -2.7336], [-0.7654, 1.3775, 3.7456], [-0.9990, 1.3632, 0.1258], [-1.2893, 1.0655, 5.1373], [2.8797, -1.0167, -5.2082], [0.0986, -2.9190, -2.4118], [-0.4120, -2.9591, 2.4614], [2.9587, -1.2902, 0.8322], [-2.2036, -3.9821, 0.2603], [0.3574, -3.2620, 3.1813], [2.5684, -3.4088, 3.1033], [-3.6998, 0.8908, -4.5679], [-1.9713, 4.8113, 3.1369], [4.3291, -0.5523, -3.4058], [1.8137, -2.0393, 2.2165], [-1.9231, 3.4597, 3.4984], [-2.7749, 5.2953, 3.6931], [0.5311, 2.1538, -2.0352], [3.4691, -1.1890, -3.1995], [-2.7285, 2.2279, -5.2515], [4.0004, -0.8910, -0.8941], [-0.3853, 2.9873, 2.3141], [2.9055, -1.0134, -1.7986], [4.5238, -0.4089, 1.0327], [-1.5216, 0.9305, 3.0769], [3.9875, -2.5590, -3.3796], [-2.3281, 1.3661, 5.2219], [0.5408, 0.6891, 2.3716], [3.6373, -0.5365, 0.4137], [-0.6278, 1.0778, -4.8939]], "forces_ev_per_angstrom": [[0.1502, -0.2475, -0.1381], [0.0327, -0.1196, -0.5425], [1.1101, 0.4277, -0.4122], [-0.0598, -0.0009, -0.2174], [-0.0363, -0.0347, 0.0110], [-0.1490, 0.1514, 0.5077], [0.4755, -0.1679, -0.2467], [0.0225, -0.1311, -0.0630], [0.0569, -0.1971, 0.2976], [0.0260, -0.5578, -0.1610], [-0.7145, 0.3286, 0.3731], [0.0345, -0.0607, 0.0173], [0.0052, 0.1356, -0.1323], [0.1643, -0.0110, 0.0289], [-0.1085, -0.0834, -0.3531], [0.5041, 0.4930, 0.2872], [-0.0905, -0.3764, -0.2400], [-0.1395, -0.0899, 0.1189], [-0.2952, 0.0273, 0.0496], [-0.4678, -0.7029, 0.2096], [-0.0056, 0.0162, -0.1690], [-0.2134, 0.7505, 0.9094], [-0.3195, 0.2211, 0.1325], [0.0534, -0.1114, -0.0371], [0.0941, 0.3005, 0.2232], [0.8791, 0.4727, 0.4328], [-0.1545, 0.6966, -0.0141], [-0.2304, 0.1798, 0.4622], [-1.2782, 0.8459, 0.5553], [0.2471, -0.1494, 0.1402], [-0.1375, -0.1349, -0.4868], [-0.1269, 0.0947, -0.0804], [-0.4075, -0.0613, -0.0178], [-0.0771, 0.0557, -0.4038], [-0.5101, 0.2418, 0.0164], [0.0275, 0.0372, -0.0104], [0.1063, 0.1739, 0.1323], [-0.1516, 0.0843, 0.3595], [0.3032, 0.5119, 0.0993], [0.0736, 0.0368, -0.0491], [-0.4760, 0.0990, -0.7967], [0.6398, -0.4693, 0.0407], [-0.0133, -0.0499, -0.0339], [-0.8888, -1.2769, -1.6990], [0.2967, -0.4933, -0.0577], [1.3783, 0.1869, -0.0048], [-0.2435, 0.0354, -0.1254], [0.2980, -0.2149, 0.2956], [0.0207, -0.0498, 0.0346], [0.2600, 0.0603, 0.0915], [0.0175, -0.0816, -0.0564], [0.6130, 0.1586, -0.6625], [-0.1151, 0.0550, 0.2599], [0.1130, -0.2766, -0.1067], [0.4888, 0.9541, 0.4745], [-0.2918, 0.4711, 0.2125], [0.1372, -0.0602, 0.2615], [-0.5464, -0.2389, 0.4071], [-0.1114, -0.1767, 0.0161], [-0.0178, -0.0415, -0.0075], [-1.2004, -1.4965, -0.1135], [-0.1014, -0.1052, -0.1194], [0.4087, 0.6657, -0.2132], [0.5862, -0.4631, 0.0767], [0.1294, -0.1690, 0.4527], [0.1327, -0.2918, -0.1249], [-0.3350, 0.5246, 0.0379], [0.6291, -0.0974, 0.1141], [0.0051, 0.0101, 0.2239], [0.1279, -0.2718, 0.0320], [-0.7346, 0.1179, 0.0114], [0.1003, -0.0599, -0.5104]]}